The following is a quantum chemistry calculation of C11H17ClILaNO2P as an isolated structure at a distorted geometry, from OMol25.

Calculated values
* HOMO-LUMO gap: 0.3006 Eh
* energy above the lowest of the compared OMol25 structures with the same formula, charge and spin: 0.00 kJ/mol
* E: -1764.927027 Eh

Geometry as ORCA input:
```
! wB97M-V def2-TZVPD RIJCOSX def2/J DEFGRID3
* xyz 2 1
C 6.485 2.848 -0.845
C 5.026 3.145 -0.528
H 7.010 3.807 -0.971
H 6.597 2.278 -1.775
H 6.972 2.300 -0.031
O 4.536 4.242 -0.459
I 3.488 1.463 -0.120
La 0.464 0.120 1.121
P -0.890 0.334 -1.402
C -2.244 1.204 -2.286
C 0.441 0.872 -2.538
H -0.401 -1.986 -1.951
H -1.245 -1.065 -3.260
H -2.146 -1.706 -1.833
C -1.202 -1.291 -2.181
H 1.374 0.357 -2.327
H 0.052 0.615 -3.538
H -2.100 0.913 -3.350
H -2.156 2.287 -2.157
H 0.614 1.942 -2.451
H -3.221 0.874 -1.914
C -1.918 1.458 0.944
O -2.906 2.016 0.770
Cl 1.550 -2.038 0.392
C -2.730 -3.072 3.694
C -1.412 -2.674 3.928
C -0.828 -1.748 3.057
N -1.491 -1.195 2.012
C -2.785 -1.582 1.801
C -3.415 -2.520 2.609
H -3.208 -3.800 4.342
H -0.815 -3.061 4.752
H 0.230 -1.438 3.171
H -3.282 -1.102 0.949
H -4.445 -2.797 2.375
*
```

For each atom in turn, the natural (NBO) charge in e is:
1 C -0.74
2 C 0.62
3 H 0.29
4 H 0.28
5 H 0.28
6 O -0.41
7 I -0.13
8 La 1.83
9 P 0.69
10 C -0.89
11 C -0.91
12 H 0.26
13 H 0.25
14 H 0.25
15 C -0.90
16 H 0.26
17 H 0.26
18 H 0.26
19 H 0.26
20 H 0.25
21 H 0.25
22 C 0.46
23 O -0.38
24 Cl -0.55
25 C -0.09
26 C -0.21
27 C 0.04
28 N -0.60
29 C 0.06
30 C -0.21
31 H 0.26
32 H 0.26
33 H 0.17
34 H 0.22
35 H 0.27